1.
DFT (ωB97M-V/def2-TZVPD) results for a 3-piece molecular cluster, C20H34Cl2NO3 overall in a non-equilibrium geometry.

HOMO-LUMO gap, eV: 7.585
Charge: +1

```
60
Properties=species:S:1:pos:R:3:forces:R:3
C -1.930995 -3.564743 1.406565 1.1968 -0.3464 -0.1137
C -0.698095 -3.688661 0.791810 -0.3631 1.1981 -1.3057
C -0.400967 -2.770844 -0.413668 -1.6900 -0.4507 0.1988
C -1.288833 -1.641859 -0.668055 1.5559 0.5795 -1.9897
C -1.009731 -0.761764 -1.796432 1.7732 -2.6761 0.9964
C 0.208115 -1.031211 -2.617195 -1.1871 -0.3917 0.9069
C 0.480836 -0.033666 -3.780530 0.1784 0.3093 0.7807
C 1.452523 1.140172 -3.308616 0.1810 -0.4283 -1.3277
O 0.745910 2.182830 -2.646909 0.5852 -0.9915 0.6880
C 1.211175 2.401978 -1.308436 0.2592 1.0062 1.0237
C 2.711704 2.896523 -1.200455 -0.1478 -0.1426 0.5811
C 1.047257 -2.171237 -2.287179 -1.3716 1.8885 -1.2237
C 2.333082 -2.445978 -3.116398 0.1637 -0.0061 2.1989
Cl 2.291171 -2.689561 -4.886585 -0.2487 0.1193 1.6993
C 3.516480 -2.461767 -2.432587 0.5954 -0.5482 -1.3136
C 4.914320 -2.677933 -3.109443 -0.3532 0.7958 1.1486
Cl 3.598877 -2.218319 -0.644039 -0.0831 -0.1265 -1.6969
N 0.692713 -2.978706 -1.210152 -0.2274 0.9132 -0.9995
H -2.881652 -3.600352 0.814402 0.9594 1.3586 0.6535
H -1.925826 -3.423915 2.515292 -0.4784 -1.5217 -0.8599
H 0.114164 -4.377237 1.122612 -0.3381 1.4083 0.5206
H -2.180843 -1.419922 -0.044299 0.8262 -0.4445 -0.3602
H -1.700330 0.080959 -2.015027 0.7703 -0.6913 0.0642
H -0.492549 0.460263 -4.039639 0.8727 -0.5705 0.0754
H 0.906910 -0.534531 -4.685479 -0.4291 0.4422 0.9041
H 2.292146 0.689315 -2.718256 -0.6995 0.5368 -0.1974
H 1.909222 1.590213 -4.237617 -0.4095 -0.5237 0.8514
H 1.046286 1.519408 -0.620957 0.1602 0.4974 -0.9548
H 0.564870 3.225166 -0.888597 0.5038 -0.9017 -0.5769
H 3.196817 2.365916 -0.339841 -0.3970 0.5440 -0.7852
H 3.328554 2.696159 -2.110913 -0.6882 0.2555 0.6145
H 2.727052 3.991437 -0.944195 0.1159 -1.0913 -0.4855
H 5.493455 -1.735608 -2.884539 -0.4521 -0.9402 -0.3720
H 4.839519 -2.818420 -4.212266 -0.0246 0.0209 1.0510
H 5.473410 -3.510709 -2.603628 -0.6810 0.6706 -0.5750
H 1.325173 -3.767917 -1.041892 -0.4900 0.3055 0.1453
C 1.050007 4.032864 3.683224 -0.0669 0.2458 -0.0616
C 1.035992 3.042180 2.530024 0.2803 -0.1876 0.6571
C 0.555386 1.671731 2.983631 -0.1485 -0.1566 -0.1832
O 2.349785 2.929074 1.982873 -0.0737 -0.0161 -0.3038
H 1.730959 3.701133 4.472697 -0.0899 -0.1084 -0.0098
H 1.406527 5.008067 3.346116 -0.0780 -0.0517 -0.0284
H 0.052984 4.154606 4.111831 0.0572 0.0031 0.0221
H 0.386258 3.414285 1.734120 0.1883 -0.0091 -0.0937
H 1.219596 1.260352 3.749491 -0.0461 0.1195 0.0602
H 0.560246 0.967335 2.147337 -0.0437 0.0612 -0.0141
H -0.456741 1.723056 3.391443 0.0464 -0.0220 0.0219
H 2.934121 2.600999 2.677763 -0.0757 0.0893 -0.0324
C -4.877614 -1.335006 2.883568 0.1739 -0.1818 0.0631
C -4.196189 -0.355243 1.941130 -0.7686 0.0800 0.1628
C -4.851173 1.015074 1.999519 0.1890 0.2047 -0.0836
O -4.259744 -0.858199 0.601906 0.4107 -0.1172 -0.1416
H -5.927755 -1.471473 2.610016 0.0127 0.1334 0.0310
H -4.404513 -2.318116 2.824169 0.0154 0.0568 0.0497
H -4.829630 -0.986779 3.916974 -0.0387 -0.0294 -0.0423
H -3.138050 -0.268235 2.203409 0.0265 -0.0683 -0.2052
H -5.900502 0.957750 1.696121 0.0074 -0.0891 0.1160
H -4.359139 1.705241 1.310743 0.0296 -0.0300 0.0775
H -4.802362 1.433185 3.006683 -0.0401 -0.0116 -0.0472
H -5.190368 -0.939359 0.358358 0.0950 0.0286 0.0203
```
Forces are in eV/Å.

---

2.
DFT (ωB97M-V/def2-TZVPD) results for C31H44BrN3P2Zn as an isolated structure in a non-equilibrium geometry.

Relative energy (zero: lowest compared OMol25 entry of this formula, charge and spin), kcal per mole: 0.0
HOMO-LUMO gap, eV: 6.238
Charge: +2

```
82
Properties=species:S:1:pos:R:3:forces:R:3
N -4.772137 -0.978252 3.043773 0.2367 0.0307 0.2134
C -3.921507 -0.064337 3.531699 -0.1680 0.1015 -0.6086
C -3.390169 0.965611 2.748714 -0.3844 -0.2624 -0.4061
C -3.755278 1.054228 1.384757 -0.9533 -1.1588 0.6657
C -4.607220 0.051135 0.872887 -0.1223 -0.2320 0.9209
C -5.107581 -0.920450 1.751353 0.3966 0.5590 -0.1867
C -3.204032 2.072879 0.535791 0.3541 0.6792 -1.5016
Zn 0.986752 -0.598594 -0.018983 -0.7404 -0.1270 0.4908
P 2.423016 0.488651 -1.372657 0.5985 0.6213 -0.9155
C -3.200325 2.012691 -0.829176 -0.7853 -0.1218 1.0882
C -2.206707 2.636953 -1.675717 0.8294 0.8764 -0.7626
C -2.134521 2.346537 -3.065847 -0.1042 0.2922 0.7116
C -1.098343 2.843116 -3.850259 0.3062 0.1030 0.4821
C -0.115771 3.616371 -3.228101 0.5016 0.1786 -0.5010
C -0.178170 3.992724 -1.888302 -0.2687 -0.3804 0.0539
C -1.222790 3.481683 -1.114845 0.0887 -0.0260 -0.6073
Br 1.472294 4.074292 -4.246759 -1.0884 0.2714 -0.0430
H -2.738144 2.911378 1.060005 0.4669 -0.4670 -0.2019
H -3.988530 1.457024 -1.360844 0.7247 -0.3187 0.3514
H -2.713588 1.688641 3.199393 -0.1590 0.0169 -0.1249
H -4.922508 0.027291 -0.166228 0.0498 0.0947 0.1906
H -3.668471 -0.127523 4.596032 -0.1545 -0.0846 -0.3618
H -5.814884 -1.674063 1.390147 0.2409 0.2164 0.1758
H -2.905200 1.732161 -3.525777 0.0800 0.0731 0.0936
H -1.282918 3.746000 -0.064174 0.0792 0.0130 -0.1500
H -1.015819 2.616300 -4.910972 -0.0940 0.0208 0.2393
H 0.583303 4.642207 -1.451344 -0.2590 -0.1850 -0.1810
P -0.231893 -2.461044 -0.678323 -0.4553 -1.1360 -0.2679
C 2.884865 2.122956 -0.674776 0.0357 -0.0814 0.3549
C 3.568176 3.123410 -1.593923 0.0637 0.4597 -0.3647
H 3.511681 1.919349 0.207520 -0.1745 -0.0790 -0.1190
H 1.953979 2.580238 -0.301591 0.1625 -0.2279 -0.0830
H 3.839314 4.018621 -1.015969 -0.0187 -0.2853 -0.1143
H 4.478484 2.745628 -2.074881 -0.2436 0.0464 0.2190
H 2.874851 3.457606 -2.378763 0.4295 -0.2273 0.3748
C 1.796854 0.712887 -3.087043 -0.3689 0.1009 0.1566
C 2.835398 0.865643 -4.197555 0.3068 0.0257 -0.1318
H 1.176253 1.618038 -3.050903 0.0272 -0.2749 0.0657
H 1.116217 -0.121556 -3.324088 0.2160 0.2105 0.1829
H 2.309134 1.129326 -5.122590 0.1408 -0.0971 0.1836
H 3.549972 1.673856 -3.995213 -0.2253 -0.2411 -0.0391
H 3.395486 -0.058694 -4.384697 -0.1159 0.1711 0.0892
C 3.894826 -0.590591 -1.508073 -0.0807 -0.2028 0.3648
C 5.228634 0.115640 -1.704808 0.4564 -0.0318 -0.1295
H 3.698261 -1.294959 -2.329393 -0.0332 0.1191 0.1951
H 3.929981 -1.182185 -0.579506 0.0774 0.0699 -0.2613
H 6.020375 -0.640648 -1.643444 -0.0869 0.2466 -0.0098
H 5.315797 0.599221 -2.685365 -0.1002 -0.0976 0.2722
H 5.414512 0.860181 -0.922761 0.0003 -0.1608 -0.1693
C 0.624853 -3.958642 -0.038258 -0.1457 0.1109 0.0106
C 2.151576 -3.883794 -0.082040 0.0688 -0.1371 -0.0821
H 0.246378 -4.794959 -0.645566 0.1190 0.1163 0.2594
H 0.284562 -4.118602 0.993725 0.0849 -0.0488 -0.2535
H 2.565845 -4.842503 0.253995 0.0096 0.2871 -0.1087
H 2.532027 -3.687427 -1.092261 -0.0828 -0.0826 0.1653
H 2.546283 -3.106707 0.586884 -0.0852 -0.0855 -0.0372
C -0.210242 -2.722215 -2.493724 0.3545 0.0403 0.0797
C -1.216591 -1.894364 -3.290572 -0.0689 0.0210 -0.1435
H -0.383143 -3.800105 -2.629273 0.0307 0.2584 -0.0676
H 0.815802 -2.508537 -2.826906 -0.1787 -0.1456 -0.0346
H -1.079551 -2.104082 -4.358533 -0.0897 0.0843 0.2362
H -2.250111 -2.151792 -3.031045 0.2316 0.0859 -0.0649
H -1.080408 -0.815291 -3.142010 -0.0482 -0.1523 0.0151
C -2.002496 -2.713753 -0.268242 -0.2249 0.3425 -0.1352
C -2.349796 -3.146980 1.152136 -0.0469 0.0175 0.2657
H -2.379520 -3.449385 -0.996485 0.1873 0.1513 0.1598
H -2.504830 -1.759932 -0.491443 0.0254 -0.2355 -0.0070
H -3.422515 -3.374886 1.202495 0.3191 0.0536 0.0395
H -1.802567 -4.044188 1.465643 -0.1883 0.1428 -0.0861
H -2.158477 -2.347450 1.879354 -0.1354 -0.1556 -0.1606
N -0.325715 0.551390 7.193080 0.4125 -0.3334 -2.7182
C -0.145230 0.404275 6.045301 -0.3898 0.4210 2.5444
C 0.078274 0.199308 4.639258 0.0197 0.0625 -0.2119
C -0.108701 -1.065286 4.089786 0.0352 -0.3873 -0.2057
C 0.168514 -1.256433 2.744367 0.0760 0.0921 0.0872
N 0.585541 -0.259502 1.935668 -0.2430 0.2530 0.2794
C 0.686172 0.987365 2.448479 -0.0245 -0.2382 0.3785
C 0.468545 1.244942 3.797306 0.0792 0.1754 -0.2735
H -0.447555 -1.903507 4.700745 0.1223 0.2836 -0.1874
H 0.045438 -2.245328 2.298887 0.1400 0.3553 0.1196
H 0.943918 1.787290 1.750804 0.0391 -0.2547 0.2976
H 0.612713 2.250602 4.183325 -0.0880 -0.1896 -0.0548
```
Forces are in eV/Å.

---

3.
DFT (ωB97M-V/def2-TZVPD) results for C10H26Be2O11Ti as an isolated structure in a non-equilibrium geometry.

2S+1: 4
<S²>: 3.76
HOMO-LUMO gap (alpha / beta), eV: 3.303 / 3.010
Charge: +3

```
50
Properties=species:S:1:pos:R:3:forces:R:3
Ti -2.598238 1.920269 2.060000 1.5838 -0.3851 -2.5630
Be -2.974476 -1.897284 1.620618 1.5009 -0.5951 -0.6952
Be 0.255978 -0.080432 3.466282 2.0874 1.5999 -3.9689
C -0.861566 0.162680 0.974900 -0.6627 -2.3903 5.2065
O -2.051419 0.135936 0.555819 -1.6019 0.8878 -0.6704
O -0.383083 1.183435 1.568692 -0.5547 2.5667 0.7322
O -0.430960 -0.949014 1.552621 0.9116 -0.2773 1.1292
C 3.179525 -0.719284 1.503106 -0.3039 -1.0478 -1.6560
O 2.708823 -0.135215 2.717014 -1.2063 0.0452 0.7395
H 2.332592 -1.028848 0.887161 -0.3094 0.5826 0.1511
H 3.779089 -0.027684 0.912685 0.0006 0.1746 0.2741
H 3.699009 -1.676523 1.581034 0.3830 0.2827 0.8624
H 3.477532 0.078358 3.263670 -0.1816 -0.0124 0.2374
C -0.281409 -4.669447 1.718643 0.8081 0.3244 1.1963
O -1.089882 -3.555781 1.296535 -1.8994 1.1336 -0.2162
H -0.854408 -5.521288 2.073221 -0.2940 0.0631 -0.5501
H 0.442724 -4.899631 0.939285 -0.3195 -0.2530 -0.1340
H 0.269316 -4.309442 2.592052 0.1884 -0.2949 0.0018
H -0.670041 -2.726494 1.545676 0.6314 -0.2296 -0.3715
C 0.179427 3.599293 -1.042232 1.1133 -0.8602 -0.9808
O -0.711466 3.673919 0.082678 -0.0677 -0.4625 1.0192
H -0.282194 3.015086 -1.837813 -0.1441 0.6847 -0.3318
H 0.630073 4.546067 -1.331907 -0.9195 0.3200 -0.1232
H 1.080070 3.010128 -0.830456 -0.1740 -0.1600 0.5332
H -0.334224 2.982321 0.634922 -0.0374 0.2017 0.1280
C -3.510146 1.673377 -2.177286 -0.5554 -0.0238 0.1194
O -3.534634 0.269664 -1.918781 0.2185 0.0731 0.1209
H -2.519404 2.090795 -1.980894 0.0114 0.1111 -0.2514
H -3.827363 1.845790 -3.203082 0.2466 0.0089 -0.0101
H -4.254537 2.166803 -1.539991 0.0363 0.2090 0.0071
H -3.006569 0.184309 -1.125853 0.0443 -0.3818 -0.1393
C 1.078049 3.328981 3.370897 -0.3607 0.4738 -0.5568
O 0.590296 2.200268 4.151658 -0.6167 -2.5579 -0.0742
H 2.122084 3.556718 3.571455 -0.0910 -0.2042 0.4125
H 0.982209 3.098031 2.311790 -0.0018 -0.1009 0.1282
H 0.422601 4.162630 3.618110 0.2923 0.2101 -0.0790
H -0.022006 2.464066 4.846886 0.4184 0.3720 0.2591
C 0.623126 -2.993770 -3.607739 0.1666 -0.1310 0.0794
C -0.005268 -1.671252 -3.218676 1.3095 0.6670 -0.1729
C 0.350146 -1.201014 -1.805751 -1.1237 -0.8965 0.7223
O 0.772567 0.148045 -1.909108 -0.6583 -0.0962 0.9989
C 0.966773 0.432787 -3.224823 2.3484 -0.0524 -0.8099
O 1.518375 1.415718 -3.616684 -1.1433 -0.2149 0.4443
O 0.746175 -0.669947 -3.934504 -0.6923 0.4139 -1.1530
H 1.617866 -3.070848 -3.163808 -0.1167 -0.0138 0.3315
H 0.862612 -3.038126 -4.669663 -0.6393 0.0401 -0.1293
H 0.017965 -3.847732 -3.307327 0.0101 -0.0231 -0.1012
H -1.060596 -1.528870 -3.452294 -0.0009 -0.2771 -0.0746
H 1.086488 -1.874663 -1.364585 0.4774 0.4012 -0.0367
H -0.527599 -1.252886 -1.154152 -0.1122 0.0945 0.0147
```
Forces are in eV/Å.

---

Q: The lowest charge belongs to which entry?
A: C20H34Cl2NO3